Record 1
Here is a 2-piece molecular cluster, C35H38BF3O4S overall at a distorted geometry from the Open Molecules 2025 dataset. Energies are from the ωB97M-V functional and the def2-TZVPD basis.

For the HOMO-LUMO gap, the calculation gives 3.69 eV. The total charge is 0. For the energy above the lowest of the compared OMol25 structures with the same formula, charge and spin, the calculation gives 43.7 kcal/mol. Its multiplicity is 1. For the maximum force, the calculation gives 4.52 eV/Å. The LUMO energy is -0.099 Ha.

The geometry in XYZ format:
```
82
Properties=species:S:1:pos:R:3:forces:R:3
C 7.385 -0.135 1.158 -0.539 -0.063 0.238
O 6.291 0.120 2.071 -0.261 0.496 -0.467
C 5.053 0.373 1.577 -0.132 -0.477 -0.180
C 4.085 0.887 2.481 0.837 -0.165 -0.394
C 2.789 1.082 2.070 -0.464 -0.348 -0.212
C 2.391 0.786 0.743 0.147 -0.939 -0.316
C 1.072 1.095 0.238 1.607 2.018 0.258
C 1.037 1.674 -1.039 -0.827 0.311 -0.296
C 0.163 2.679 -1.471 0.486 -1.030 0.164
C -0.077 2.983 -2.858 0.377 0.598 -0.462
C -1.153 3.842 -3.217 0.402 -0.359 0.275
C -1.537 3.997 -4.529 0.231 -0.179 -0.670
C -0.808 3.353 -5.565 0.087 -0.179 0.169
O -1.249 3.500 -6.842 0.517 -0.091 0.480
C -0.482 2.902 -7.912 -0.225 0.143 0.341
C 0.331 2.584 -5.233 -0.217 0.195 -0.075
C 0.682 2.404 -3.906 -0.403 0.099 0.140
C 3.359 0.231 -0.128 0.227 0.316 -0.150
C 4.671 0.039 0.252 0.246 0.312 0.599
H 8.272 -0.146 1.792 -0.126 0.001 -0.164
H 7.266 -1.111 0.668 -0.001 0.219 0.139
H 7.464 0.661 0.405 -0.052 -0.166 0.210
H 4.410 1.095 3.497 -0.146 -0.001 -0.193
H 2.047 1.469 2.763 0.095 -0.070 -0.040
H 0.231 1.175 0.926 -0.091 0.070 -0.009
H 1.827 1.391 -1.739 -0.274 -0.038 0.204
H -0.362 3.273 -0.717 -0.211 -0.463 -0.284
H -1.692 4.360 -2.420 0.035 -0.215 -0.253
H -2.396 4.606 -4.795 0.172 -0.085 0.016
H -1.040 3.148 -8.814 0.107 -0.106 0.100
H 0.528 3.327 -7.977 -0.258 -0.017 0.115
H -0.415 1.813 -7.787 -0.098 0.239 -0.040
H 0.923 2.124 -6.024 -0.141 0.122 0.332
H 1.557 1.799 -3.673 -0.257 0.119 -0.115
H 3.074 -0.079 -1.135 0.005 0.036 0.348
H 5.402 -0.379 -0.442 -0.335 0.044 0.250
C -4.483 -3.748 4.607 -0.132 -0.221 0.346
C -3.584 -3.336 3.507 0.919 -0.270 -0.793
C -3.314 -4.009 2.336 -0.243 0.513 0.413
C -2.436 -3.295 1.445 -0.257 0.094 1.207
C -2.025 -2.097 1.982 -0.422 -0.496 -0.395
B -1.242 -0.869 1.165 0.493 -3.797 2.400
C 0.241 -1.499 1.525 -0.642 1.784 -0.971
C 0.993 -2.176 0.576 0.877 -0.659 -0.006
C 2.244 -2.702 0.925 -0.347 0.081 -0.278
C 2.727 -2.530 2.215 0.670 -0.295 0.003
C 4.133 -2.958 2.554 -0.084 0.195 0.010
F 4.681 -2.146 3.514 -0.206 -0.770 -0.598
F 4.215 -4.238 3.015 0.189 0.775 -0.248
F 4.961 -2.874 1.460 -0.332 -0.224 0.766
C 1.941 -1.940 3.195 -0.621 0.512 -0.111
C 0.704 -1.407 2.828 0.928 -0.426 0.702
O -1.637 -1.029 -0.180 -0.066 1.238 -1.466
C -2.745 -0.152 -0.389 0.270 -0.131 0.023
C -2.386 0.702 -1.592 0.131 0.487 -0.022
C -3.954 -0.981 -0.776 -0.511 -0.080 -0.089
C -2.896 0.672 0.993 0.314 -0.020 -0.179
C -2.910 2.191 0.849 -0.207 0.080 -0.281
C -4.132 0.255 1.762 -0.671 -0.045 0.008
O -1.723 0.344 1.744 0.394 1.484 -0.660
S -2.605 -1.890 3.602 -0.585 -0.835 -0.592
H -5.034 -4.645 4.310 0.039 0.076 0.110
H -3.901 -3.979 5.506 -0.233 0.010 0.041
H -5.211 -2.966 4.849 0.095 -0.124 0.051
H -3.766 -4.971 2.111 -0.039 0.109 -0.004
H -2.135 -3.690 0.474 -0.112 0.380 0.158
H 0.631 -2.310 -0.447 -0.018 0.179 0.290
H 2.860 -3.216 0.189 -0.108 0.134 0.090
H 2.308 -1.848 4.212 -0.014 0.013 -0.082
H 0.081 -0.939 3.585 0.097 0.041 -0.054
H -3.184 1.405 -1.866 0.136 -0.051 0.045
H -1.465 1.250 -1.381 -0.407 -0.122 -0.091
H -2.181 0.058 -2.453 -0.053 -0.007 0.132
H -4.815 -0.317 -0.944 0.054 -0.269 0.067
H -3.739 -1.493 -1.723 0.004 0.097 0.180
H -4.201 -1.747 -0.037 0.031 0.218 -0.094
H -3.775 2.503 0.247 0.213 0.068 0.086
H -2.998 2.657 1.839 0.045 -0.174 -0.181
H -1.990 2.558 0.378 -0.233 -0.080 0.099
H -5.026 0.639 1.247 0.113 -0.105 0.148
H -4.216 -0.832 1.846 -0.063 0.337 -0.007
H -4.112 0.671 2.777 0.076 -0.048 -0.229
```
Forces are in eV/Å.


Record 2
Here is C35H38Br4N7O3S5Tl as an isolated structure at a distorted geometry from the Open Molecules 2025 dataset. Energies are from the ωB97M-V functional and the def2-TZVPD basis.

For the HOMO-LUMO gap, the calculation gives 5.14 eV. The total charge is -2. For the energy above the lowest of the compared OMol25 structures with the same formula, charge and spin, the calculation gives 0.0 kcal/mol. Its multiplicity is 1. For the maximum force, the calculation gives 2.28 eV/Å. The LUMO energy is 0.114 Ha.

The geometry in XYZ format:
```
93
Properties=species:S:1:pos:R:3:forces:R:3
Tl -0.320 0.951 1.811 0.174 0.008 0.044
Br -1.504 -3.846 7.279 0.080 0.087 0.107
C -1.121 -3.136 5.560 0.139 -0.562 0.025
C -1.572 -3.807 4.462 0.275 0.262 -1.660
Br -2.483 -5.446 4.590 -0.204 -0.303 0.132
C -1.283 -3.273 3.145 -1.030 -0.177 0.953
Br -2.129 -4.103 1.626 0.310 0.235 0.098
C -0.723 -2.022 2.944 0.734 0.370 -0.716
O -0.616 -1.466 1.733 0.138 -0.524 1.358
C -0.154 -1.333 4.141 -0.502 -0.287 -0.039
O 0.407 -0.190 3.996 0.018 -0.550 0.013
C -0.340 -1.991 5.396 0.111 0.869 -0.638
Br 0.418 -1.201 6.946 0.189 0.412 -0.162
S -2.850 1.726 3.306 0.181 0.236 -0.348
C -3.451 2.006 1.734 -0.573 -0.383 0.503
N -3.292 1.251 0.675 -0.228 0.631 -0.496
C -4.109 1.671 -0.368 -0.769 -0.216 -0.250
C -4.184 1.072 -1.643 0.736 0.634 0.928
C -5.025 1.568 -2.610 0.050 -0.744 -0.424
C -5.849 2.629 -2.350 -0.239 0.805 1.418
C -5.863 3.229 -1.087 -0.181 0.529 0.664
C -5.015 2.736 -0.087 0.707 0.043 -0.639
S -4.643 3.342 1.501 -0.073 -0.317 -0.042
H -3.446 0.342 -1.875 -0.020 -0.556 -0.179
H -5.093 1.092 -3.585 0.269 0.053 0.068
H -6.461 3.014 -3.115 -0.797 0.415 -0.792
H -6.521 4.097 -0.832 0.592 -0.846 -0.492
C 3.987 -1.164 2.811 -0.368 0.744 -0.135
C 3.832 -0.477 4.165 0.065 -0.348 0.927
C 4.262 1.008 4.141 -0.553 -0.486 0.670
S 2.930 2.093 3.525 0.499 0.582 0.108
O 3.598 3.422 3.237 -0.410 -0.624 0.336
C 2.102 2.178 5.168 0.360 1.708 -0.632
C 0.657 2.667 5.132 -0.019 0.559 -0.446
C 0.478 4.055 4.454 -0.941 -0.275 0.737
H 3.764 -2.235 2.833 0.051 0.125 0.153
H 5.013 -1.001 2.446 -0.332 -0.155 -0.149
H 3.258 -0.686 2.132 0.496 -0.307 -0.098
H 4.439 -1.010 4.933 -0.251 0.369 -0.391
H 2.780 -0.564 4.518 0.549 0.090 -0.293
H 5.153 1.182 3.567 0.217 0.060 -0.812
H 4.527 1.387 5.134 -0.243 -0.104 0.101
H 2.783 2.824 5.784 -0.536 -0.521 -0.438
H 2.096 1.177 5.485 0.104 -1.376 0.714
H 0.327 2.726 6.181 -0.024 0.019 -0.238
H 0.035 1.889 4.655 0.279 0.429 0.186
H 1.036 4.821 4.999 0.247 -0.052 -0.225
H -0.585 4.362 4.524 0.420 -0.282 -0.098
H 0.735 4.072 3.396 0.230 -0.089 0.074
C 2.330 -3.293 -3.045 -0.401 -1.622 -0.467
N 2.755 -2.265 -2.160 0.349 0.038 -0.386
C 2.062 -1.649 -1.182 0.702 0.836 1.229
S 2.570 -0.078 -0.789 -0.208 0.155 0.002
N 1.193 -2.318 -0.456 -1.330 0.380 1.391
C 1.020 -3.743 -0.419 -0.597 -0.303 1.180
H 1.247 -3.404 -3.145 -0.066 0.470 0.150
H 2.661 -4.315 -2.737 0.094 0.669 -0.274
H 2.700 -3.067 -4.048 0.095 -0.157 0.082
H 3.444 -1.630 -2.517 0.136 0.078 -0.148
H 0.681 -1.866 0.363 0.687 -0.003 -1.172
H 0.362 -4.104 -1.190 0.009 -0.375 -0.545
H 0.488 -3.955 0.516 0.001 0.117 -0.200
H 1.945 -4.296 -0.315 0.417 -0.070 -0.521
S -2.243 -2.513 -4.937 -0.078 -0.087 -0.053
C -1.654 -1.484 -3.606 1.666 0.661 -1.290
C -0.664 -0.480 -3.802 -0.187 -0.743 0.833
C -0.255 0.236 -2.682 -0.488 0.483 -0.159
N -0.817 0.136 -1.453 0.138 -0.915 -0.706
C -1.662 -0.887 -1.276 0.092 0.317 -0.456
C -2.078 -1.732 -2.350 -0.342 0.235 2.241
C -0.939 -2.283 -6.134 -0.900 0.522 0.325
C -0.999 -1.214 -7.019 0.674 0.050 -0.481
C 0.063 -0.969 -7.873 1.021 -0.640 0.143
N 1.194 -1.741 -7.897 -1.673 0.409 0.423
C 1.169 -2.783 -7.059 0.282 0.037 -0.410
C 0.149 -3.109 -6.163 0.435 0.176 -0.526
H -0.127 -0.392 -4.738 -0.206 0.294 0.075
H 0.531 0.993 -2.802 -0.304 -0.323 0.155
H -2.060 -1.000 -0.255 0.186 -0.116 -0.540
H -2.743 -2.550 -2.115 -0.136 -0.057 -0.043
H -1.816 -0.530 -7.049 -0.595 0.195 0.210
H 0.024 -0.101 -8.536 0.178 -0.318 0.099
H 2.035 -3.417 -7.128 0.307 -0.220 0.128
H 0.198 -3.968 -5.519 0.186 -0.151 0.129
N 0.303 3.512 -1.283 0.514 -1.060 -0.093
C 1.570 3.612 -1.792 0.585 1.527 -0.020
C 1.676 4.952 -2.160 0.612 -0.991 -0.364
N 0.495 5.609 -1.923 0.269 0.280 -0.202
C -0.294 4.706 -1.395 0.510 -0.043 -0.310
H -0.115 2.664 -0.927 -0.050 -0.076 0.164
H 2.357 2.861 -1.747 -0.643 -0.035 0.013
H 2.566 5.408 -2.643 -0.936 -0.176 0.564
H -1.307 4.811 -1.130 -0.931 0.362 0.341
```
Forces are in eV/Å.